The following is a DFT calculation (the ωB97M-V functional and the def2-TZVPD basis) of C18H43O12PSi2 as an isolated structure in a non-equilibrium geometry.

Results
- F_max (eV Å⁻¹) = 9.650
- electronic energy (Eh) = -2534.68746
- HOMO level (Ha) = -0.337
- total charge = 0

Each line ends with the Mulliken charge.
CARTESIAN COORDINATES (ANGSTROEM)
C1 -0.31 -3.26 4.32  -0.551
O1 0.25 -4.02 3.19  -0.341
C2 -0.54 -3.77 1.94  -0.442
C3 0.52 -3.13 0.86  -0.364
C4 -0.13 -2.86 -0.64  0.101
C5 1.15 -2.38 -1.59  -0.676
Si1 0.62 -1.38 -3.16  0.432
C6 -1.28 -1.29 -3.46  -0.859
C7 1.37 -2.36 -4.68  -0.566
C8 2.92 -1.95 -5.02  0.420
O2 3.80 -1.40 -4.19  -0.529
O3 3.42 -2.28 -6.39  -0.317
C9 4.91 -2.14 -6.31  0.655
C10 5.64 -0.76 -6.88  -0.772
O4 5.67 -3.16 -5.82  -0.508
O5 1.44 0.17 -3.10  -0.150
Si2 0.39 1.47 -2.58  0.258
P1 1.69 3.09 -1.73  0.746
O6 1.84 2.88 -0.17  -0.489
O7 3.27 2.86 -2.49  -0.530
O8 1.13 4.69 -2.16  -0.515
H1 0.26 -3.62 5.30  0.209
H2 -1.45 -3.56 4.47  0.293
H3 -0.17 -2.10 4.26  0.225
H4 -1.42 -3.07 2.25  0.266
H5 -0.95 -4.84 1.62  0.227
H6 1.39 -3.92 0.72  0.222
H7 0.94 -2.12 1.29  0.134
H8 -0.96 -2.04 -0.62  -0.174
H9 -0.52 -3.90 -1.08  0.231
H10 1.87 -1.78 -0.87  0.328
H11 1.73 -3.39 -1.86  0.426
H12 -1.90 -0.75 -2.63  0.090
H13 -1.71 -2.41 -3.51  0.321
H14 -1.46 -0.86 -4.56  0.304
H15 0.65 -2.24 -5.61  0.368
H16 1.39 -3.51 -4.36  0.334
H17 6.19 -1.01 -7.90  0.297
H18 6.39 -0.39 -6.04  0.258
H19 4.86 0.11 -7.06  0.264
H20 -0.68 1.07 -1.67  -0.111
H21 -0.22 2.05 -3.80  -0.168
H22 3.99 3.07 -1.83  0.335
H23 1.81 5.33 -1.75  0.320
C11 -3.06 2.84 0.38  -0.796
O9 -3.40 1.74 -0.45  -0.272
C12 -3.91 0.63 0.30  -0.181
C13 -5.43 0.53 0.17  -0.702
O10 -6.09 1.61 0.84  -0.373
C14 -6.57 2.59 -0.08  -0.688
H24 -2.83 3.70 -0.27  0.253
H25 -3.89 3.12 1.03  0.391
H26 -2.18 2.60 0.97  0.291
H27 -3.61 0.71 1.36  0.369
H28 -3.46 -0.27 -0.12  0.140
H29 -5.76 -0.39 0.66  0.380
H30 -5.73 0.47 -0.88  0.337
H31 -7.41 2.18 -0.64  0.330
H32 -5.78 2.92 -0.76  0.280
H33 -6.91 3.45 0.50  0.239
C15 0.71 2.85 3.59  -0.707
O11 1.25 3.12 4.88  -0.404
C16 0.42 2.60 5.93  -0.516
C17 1.02 1.32 6.52  -0.536
O12 0.95 0.24 5.59  -0.262
C18 2.22 -0.04 5.00  -0.664
H34 1.46 3.13 2.84  0.280
H35 0.48 1.78 3.46  0.258
H36 -0.19 3.44 3.43  0.368
H37 -0.60 2.43 5.57  0.309
H38 0.38 3.37 6.71  0.394
H39 0.42 1.03 7.39  0.350
H40 2.04 1.49 6.86  0.349
H41 2.89 -0.47 5.75  0.311
H42 2.67 0.87 4.58  0.361
H43 2.07 -0.76 4.20  0.110